22
Properties=species:S:1:pos:R:3 method="wB97M-V/def2-TZVPD" smiles="Cn1ccn(C)c1=O.CN=O"
C 1.46406 0.61930 0.99199
C -2.20106 0.55681 0.06713
H -0.54983 -2.92093 0.84721
C 0.37655 -0.16172 -0.77555
H -0.99754 -2.11068 -0.75850
H 1.04830 -1.09564 2.17700
H 0.99043 1.85331 -2.03890
C -0.18852 -2.36694 -0.07256
H -2.29604 -0.00832 -0.98840
O -4.41802 0.39988 -0.20848
N 1.04445 0.92750 -0.28699
H -1.54137 -0.11670 0.74448
N -3.58368 0.51012 0.63078
H 1.80980 1.36213 1.66923
H 0.44121 -3.15809 -0.50717
C 1.12717 -0.61996 1.23635
H 0.17977 2.78608 -0.54921
N 0.42469 -1.15141 0.12506
H -1.74787 1.51095 -0.01865
C 1.05341 2.24599 -1.01186
O -0.20933 -0.13984 -1.83002
H 2.05624 2.81536 -0.95456

***

23
Properties=species:S:1:pos:R:3 method="wB97M-V/def2-TZVPD"
N 0.99424 1.54877 -0.22040
H 1.15684 -2.82367 0.47290
H 0.65924 3.52619 -0.26267
H 2.57925 -1.59414 0.95960
N -1.27630 0.01275 -0.00136
H 1.64393 2.94488 1.01381
H 2.20034 -2.20526 -0.65832
C -2.62988 0.01750 -0.15403
H -0.78689 0.94851 0.19229
H -4.50475 -0.88160 -0.23737
N 0.94564 -0.77351 0.16734
C 1.59980 0.44994 0.00179
H 3.27336 1.15250 0.31698
C 1.85836 -1.93997 0.31471
H -3.23823 -1.60831 -1.48979
H -3.15477 -2.10863 0.31304
S -3.48641 1.42095 -0.13272
O 2.96165 0.27316 0.13438
C -0.41693 -1.09009 0.11655
C -3.39901 -1.18274 -0.42061
H 2.37493 3.26333 -0.51027
C 1.46040 2.87725 -0.06125
O -0.81481 -2.22779 0.14542

***

Below is one molecule with the formula C6H11N3O3S at a distorted geometry, with properties calculated with the ωB97M-V functional and the def2-TZVPD basis.

Structure (XYZ):
```
24
C6H11N3O3S, DFT the ωB97M-V functional and the def2-TZVPD basis
S -0.67933 0.07801 3.94920
H -0.61343 1.02281 0.86397
C 1.90193 2.30216 -2.11112
N 0.85279 -0.43480 0.04448
H -2.08815 -1.04133 2.61403
O -0.87504 1.48091 4.15332
H -2.96992 -0.19374 1.36239
N 1.23604 1.52012 -1.10403
H 1.12972 2.92466 -2.54311
C -2.44978 -1.12756 1.50286
H -1.04163 -3.12465 0.38300
H -2.99274 -1.99987 1.18233
C 0.65835 -1.82967 -0.10353
C -0.58578 -2.10815 0.27139
H 0.86729 0.20142 5.60352
C -0.23634 -0.02734 1.00185
O 0.35798 -0.39875 5.02939
C 1.43009 0.28215 -0.97402
H 2.68455 2.92354 -1.71232
N -1.29900 -0.92287 0.62409
H 2.27550 1.72650 -2.88461
O 0.15180 -0.21033 2.35883
H 2.00341 -0.30443 -1.74746
H 1.57573 -2.30060 -0.14731
```

***

21
Properties=species:S:1:pos:R:3 method="wB97M-V/def2-TZVPD" charge=+1
H -1.64943 -1.14615 -1.84599
N 1.07274 0.74016 0.08226
C -1.52368 -0.44449 -1.11295
H 0.94055 -1.37135 -0.44452
H -0.84312 0.41843 -1.46154
N -2.71881 1.44533 0.05603
C 0.43895 -0.69151 0.27974
C 2.49974 0.65099 0.02609
C -1.88398 -0.52947 1.31060
N -0.96719 -0.81941 0.17889
C 0.31016 1.76296 -0.14380
H 3.02365 1.42174 -0.70453
C -2.85978 0.30525 -0.72867
H -3.74197 0.20229 -1.41145
H 2.93210 1.01086 0.99859
H 0.92545 -0.93534 1.25034
H -2.24645 -1.53915 1.71714
H 0.50787 2.72174 -0.61781
H 2.83145 -0.33740 -0.23829
H -1.39700 -0.02488 2.21460
N -2.89302 0.23282 0.70447

***

21
Properties=species:S:1:pos:R:3 method="wB97M-V/def2-TZVPD" charge=+1
N 2.71146 0.28755 0.15122
N 0.77495 0.85490 -0.61276
C 1.64664 1.05505 0.42520
C -1.50588 -1.42869 0.25315
C 1.25542 -0.18903 -1.37513
N -0.42812 -1.67466 0.68808
C 2.49868 -0.49616 -0.90012
H -4.03357 0.44257 -0.49382
H 3.55781 0.13556 0.72070
C 1.32344 2.04720 1.41714
H 0.15947 2.19959 1.37791
C -3.86433 -0.67962 -0.56606
H 3.10442 -1.33612 -1.17521
N -2.58929 -1.08966 -0.13956
H -4.69201 -1.18707 0.03859
H -0.05468 -2.60889 0.55063
H 1.57446 1.64380 2.37432
H -3.94594 -1.16329 -1.62246
H 0.75304 -0.56918 -2.22870
H 1.92467 2.96561 1.41182
H -0.17064 0.79055 -0.29491

***

22
Properties=species:S:1:pos:R:3 method="wB97M-V/def2-TZVPD" charge=+1 smiles=C[C@@]1([n+]2ccn[nH]2)NCCO1
C 0.37649 0.70636 -1.91331
H -2.19903 0.14176 -0.78774
H -0.82073 -2.78604 0.08243
O 0.36778 -1.13487 -0.47106
C -1.61407 -0.98566 0.80125
C -0.11797 0.11918 -0.50896
H 0.09937 0.00680 -2.66585
H 2.29183 -0.62187 1.31430
C 1.82678 0.35550 1.30449
H -2.46432 -1.52283 0.63181
H 0.17566 -2.12454 1.30854
H 0.01453 2.77822 0.40031
N -1.52236 0.10089 -0.14479
H 1.44044 0.86179 -1.72905
N 0.72394 2.18452 0.82542
N 0.79603 0.89283 0.60814
H -0.01916 1.74023 -2.05295
H 3.34727 1.71213 2.30737
C -0.44218 -1.89487 0.52717
C 2.44263 1.48035 1.84220
N 1.74229 2.52610 1.56976
H -1.70140 -0.48381 1.78091

***

23
Properties=species:S:1:pos:R:3 method="wB97M-V/def2-TZVPD" charge=+1
C 1.65087 -0.15101 -0.22891
N -0.18648 1.60399 -0.09730
N 2.09306 2.14137 -0.09883
H -0.32878 -2.11326 -0.31532
C -1.66303 -0.46174 -0.20865
H 1.16116 1.18665 -1.75098
H 2.65170 -1.14633 -1.74347
H -1.07774 -1.64283 1.38913
H 1.45298 -1.37199 1.49079
H -1.84223 -0.63508 -1.32041
N 1.12356 1.26872 -0.65082
C 0.74273 -0.69001 0.96870
H -0.18629 2.56404 0.16259
H 2.35528 2.90051 -0.76178
C -1.43680 1.00836 0.12758
H -2.34515 2.51831 0.95518
H 0.50752 0.19712 1.67611
O 1.79041 -1.10202 -1.22057
C -0.53741 -1.30460 0.49007
H -2.63095 -0.88450 0.20270
N -2.35073 1.56442 0.63222
C 3.03231 0.24421 0.36024
O 3.98650 -0.00180 0.93428

***

22
Properties=species:S:1:pos:R:3 method="wB97M-V/def2-TZVPD" charge=+1 smiles="[H]/N=C(/N)SCCc1c[nH]c[nH+]1"
C -0.84745 -1.32151 -0.67640
C 1.18563 -0.91834 2.40907
H -2.97543 0.21454 -0.98211
S -0.18787 -0.14921 -1.91278
H -1.33107 -1.48043 1.41638
N -1.09074 2.21607 -2.62042
H -1.78034 2.91235 -2.85783
H -1.37592 0.17130 0.78766
H -0.23029 -2.21459 -0.76688
N -2.67248 1.04038 -1.47027
N 2.45550 -0.42312 2.34920
C -0.82543 -0.77472 0.75569
H 1.24795 0.48003 -0.42711
N 1.47021 0.17415 0.53497
H -0.29169 2.13786 -3.22696
C 2.61298 0.23067 1.20303
H -1.86551 -1.57540 -0.97180
H 3.50851 0.72216 0.87584
H 3.15883 -0.53793 3.06686
C 0.55473 -0.54359 1.25501
C -1.54539 1.12585 -1.98278
H 0.82526 -1.48653 3.24162

***

22
Properties=species:S:1:pos:R:3 method="wB97M-V/def2-TZVPD" charge=+2 smiles="[H]/N=C(/Cc1c[nH]c[n+]1C)N=[NH2+]"
C -0.29763 0.60280 0.56216
N -0.38804 -1.93433 0.36653
N -1.26613 -3.01024 -2.41837
C -0.67355 0.65601 1.85308
H 2.23590 2.31276 2.03637
H 1.24679 1.69892 -1.51195
N 1.06965 1.33580 0.53199
H -0.34458 -2.86455 0.38717
C -0.71720 -1.32304 -0.73654
H -0.77760 0.66487 -1.51070
H 2.34029 2.57402 -0.40055
C 1.82448 1.70336 -0.56899
N -0.72295 -2.08074 -1.84166
H -2.23033 -3.23739 -2.11412
H -1.72362 0.44399 2.32914
C 1.26186 1.76674 1.75511
H 0.17564 1.52395 3.49988
H 2.47691 0.92198 -0.71076
H -2.08468 0.23924 -0.44962
H -0.65839 -3.48514 -2.99739
N 0.25073 1.39355 2.55680
C -0.99754 0.09743 -0.61758

***

22
Properties=species:S:1:pos:R:3 method="wB97M-V/def2-TZVPD" charge=+2
H 3.77206 -0.76877 1.56354
C -1.87113 -1.79372 -0.47002
H -1.03612 2.29253 -0.49950
H -0.78337 2.08757 1.23159
C -3.05106 -0.02854 0.32785
C 1.53754 -0.01409 -0.33007
C -0.75868 -1.03400 -0.08205
N 3.15908 -1.13055 0.94241
H 1.06491 -2.01783 -0.11775
H 3.44283 0.65813 -0.00919
H -1.71769 -2.75353 -0.92836
N -3.07290 -1.25472 -0.19008
C 0.53928 -1.04582 -0.17171
H 1.84279 1.66632 -1.79636
N 2.75939 -0.09810 0.22253
H 0.35444 0.79129 -1.58552
N 1.34378 0.92722 -1.25899
H -3.98049 0.29052 0.71945
H -2.51262 2.50254 0.57293
H 2.47292 -1.84341 1.18844
C -1.55131 1.93763 0.40459
N -1.95366 0.62936 0.26625

***

19
Properties=species:S:1:pos:R:3 method="wB97M-V/def2-TZVPD" smiles=CCc1cc[nH]c1.O
H 2.22722 -2.07392 1.20670
C 0.19704 -1.90653 0.56347
H -2.90159 0.36710 -2.01198
C 1.58843 -0.17657 0.71240
N 1.43260 -1.49858 1.03264
H -1.85615 -0.88992 -2.69837
C 0.43623 0.27850 0.12709
C -1.85703 -0.91518 -0.48590
H 0.36682 1.32738 -0.09268
H 0.88245 4.16290 -0.57003
H -2.57734 -0.40560 0.17109
C -0.46554 -0.81841 0.05129
H 0.28686 3.24564 0.47795
O 0.93827 3.90444 0.34426
H -0.11882 -2.91695 0.71124
H 2.48794 0.39952 0.83534
C -1.99540 -0.22836 -1.84695
H -2.20584 -1.94482 -0.40840
H -1.26312 0.57858 -1.95200

***

Below is one molecule with the formula C6H11NO at a distorted geometry, with properties calculated with the ωB97M-V functional and the def2-TZVPD basis.

Structure (XYZ):
```
19
C6H11NO, DFT the ωB97M-V functional and the def2-TZVPD basis
H -0.70444 -0.11938 -1.09063
O 0.39693 -1.75376 1.33918
C 1.37423 0.49386 1.98254
C 0.69030 -0.02646 1.08312
H 1.69990 -0.23398 -1.55449
H -2.25645 -2.56953 -0.17039
H -1.11579 2.26084 -1.09814
C 1.20772 0.71396 -1.33055
H 0.08133 -2.81130 -0.40678
C -0.02473 0.47247 -0.46109
H 1.91258 1.36347 -0.80997
H 0.94050 1.20788 -2.26833
N -1.65198 -2.13217 0.50286
H 2.36036 0.82361 2.21658
C -0.77943 1.77234 -0.17935
C -0.32555 -2.11425 0.32812
H -2.01073 -1.43591 1.14395
H -1.66120 1.60123 0.44273
H -0.13356 2.48708 0.33065
```

***

Calculated ΔE to the lowest compared entry with this formula, charge and spin (kcal/mol), listed in the same order as above: 63.6; 45.8; 32.6; 185.2; 35.8; 44.1; 150.5; 0.0; 98.1; 143.7; 23.1; 147.2